2 unconnected molecules or ions with the total composition C6H10N2 in a non-equilibrium geometry. Source: the OMol25 dataset; level of theory: ωB97M-V/def2-TZVPD.

Output
Net charge ... 0
Energy relative to the best compared isomer or geometry (same formula, charge and spin) ... 84.8 kcal per mole
HOMO level ... -8.28 eV
E_LUMO ... 0.824 eV

Geometry as XYZ:
```
18
Properties=species:S:1:pos:R:3:forces:R:3
C 1.86174 1.83864 0.45654 -1.103 2.087 -0.290
C 0.31009 -0.64791 -0.25239 3.457 -3.911 -2.750
C -0.61057 0.18138 -0.27123 -3.364 4.535 1.130
C 0.69347 -1.33881 0.97965 2.461 -0.928 0.994
C 0.78545 -1.24727 -1.58820 2.635 0.726 0.692
C -2.61987 1.32533 0.28552 2.284 -3.464 3.043
N 2.68236 1.12550 0.77080 1.287 -1.235 0.401
N -1.22322 1.21153 -0.00988 1.753 -0.253 -0.777
H 1.20609 2.67544 0.25432 -0.020 -0.713 -0.084
H 0.64921 -2.41766 0.72894 -0.041 0.341 0.627
H 0.01850 -1.08956 1.77669 -0.255 -0.117 0.485
H 1.77919 -1.12784 1.36301 -1.890 -0.228 -0.948
H 1.95691 -1.32955 -1.66462 -2.037 0.826 0.163
H 0.35860 -0.79099 -2.47555 0.133 0.253 0.049
H 0.55300 -2.26735 -1.59876 -0.815 -1.704 -0.066
H -2.49327 1.60795 1.34599 -1.301 0.774 -0.497
H -2.88353 1.99490 -0.41982 -2.418 2.287 -1.626
H -3.02414 0.29627 0.31900 -0.765 0.724 -0.546
```
Positions in Å, forces in eV/Å.